Entry from OMol25: a cluster of 7 separate species, C53H39B2NO21 in total at a distorted geometry (ωB97M-V with the def2-TZVPD basis set).

Structure (XYZ):
```
116
Properties=species:S:1:pos:R:3:mulliken_charge:R:1
C 5.2532 4.4945 0.0307 -1.080
H 6.9786 3.5371 -0.7495 0.555
C -0.4583 8.9728 5.2984 -0.053
O -1.2008 7.7032 8.5266 -0.539
C 3.6203 -6.1346 2.2800 0.336
C 0.9261 8.2988 7.7146 -0.409
H -0.9142 3.0595 -0.1718 0.660
H 5.3617 0.9394 -2.8552 0.494
H 5.8184 5.1902 0.6320 0.418
C -8.6530 -0.9275 -3.1635 0.332
C -0.5461 8.1300 7.6010 0.343
H 1.4334 11.0693 1.0220 0.408
H -9.9622 0.3395 -4.3803 0.408
C 3.8709 4.5339 0.0454 -0.731
H 0.6678 6.8238 0.3375 0.668
C 1.2194 8.9308 0.5980 0.364
C -4.7664 -3.8560 -0.9089 0.121
H -8.7462 -1.0682 0.2883 0.435
O -10.6517 0.6718 0.0174 -0.546
O 0.9872 -11.2102 -3.6337 -0.546
C 7.0197 0.8741 -1.5315 -0.676
H -7.5255 -2.0450 -1.6492 0.504
H 6.3715 -1.9588 0.0428 0.144
O -2.4075 1.0632 -0.9800 -0.681
H 4.7325 -5.5387 -0.9416 0.462
H 6.5201 2.1865 -3.1728 0.438
O 5.9766 -1.1797 -2.2050 -0.620
H -2.6955 1.1938 2.0735 0.289
O -2.1039 -0.8325 0.4541 -0.449
C -1.3846 -10.0389 -1.2652 -0.328
H 1.3734 -0.0676 -3.2374 0.683
C -4.3847 -6.2686 -0.6851 -0.535
C -0.3126 -12.5350 -2.1871 -0.393
C 0.7506 10.2363 1.1275 -0.529
C -1.3513 9.1927 1.8406 0.315
O -2.1936 -7.0154 -1.1023 -0.477
C 6.5796 -0.5686 -1.3506 0.438
C 1.5432 1.6699 -2.0221 -0.100
C -1.1810 8.5037 6.3116 -0.420
O -0.6170 -2.3650 -4.2344 -0.565
N 6.9718 -1.1675 -0.1636 -0.405
C -9.7381 0.0692 -3.3562 -0.356
O 0.0365 -2.6176 -1.9570 -0.562
H -3.0326 -2.6465 -1.4750 0.238
C -0.4406 10.3561 1.7047 -0.206
O -5.5305 -2.9161 -0.8485 -0.538
C 0.8564 0.5862 -2.5456 -0.604
C 0.3072 7.7657 0.7313 -0.306
H -0.9030 9.2526 4.3536 0.294
B -0.5426 -1.8678 -2.9587 1.079
C 3.7208 -6.2045 0.7995 -0.372
C -3.3418 -3.6658 -1.2748 -0.104
O -8.0632 -1.4006 -4.1110 -0.548
C -8.3206 -1.3211 -1.7710 -0.202
H 3.3414 5.2394 0.6674 0.504
H -1.5670 7.0557 1.4194 0.478
H 3.0096 -6.8520 0.3026 0.481
C 5.8974 3.5610 -0.7540 -0.279
H -0.0783 -1.8897 -4.8712 0.331
H 4.4914 -5.2192 4.0703 0.409
C -10.0561 0.1968 -0.9258 0.338
C 4.6384 -5.5055 0.1364 -0.439
H -1.4572 -4.5755 -1.6020 0.537
H 6.9856 -0.4966 0.5927 0.293
B -2.5508 0.4746 0.2769 0.692
H 6.2123 -3.9082 2.8246 0.430
C 0.9175 2.5599 -1.1713 0.324
H 1.3661 8.0197 8.6635 0.407
C -0.8852 7.8897 1.3088 -0.347
C 5.5961 -4.6254 0.8492 0.522
H -11.1811 1.3178 -2.4342 0.404
O -2.6830 -11.3706 0.1796 -0.553
C -2.5010 -4.6947 -1.3406 0.047
C 3.8096 2.7315 -1.5780 0.047
C -0.4127 2.3544 -0.8184 -0.997
H 7.1667 1.3096 -0.5450 0.480
H 2.7211 8.8980 6.7598 0.418
C -1.8415 -11.3301 -0.6927 0.343
C 1.0119 9.1392 5.4117 0.381
C -1.0888 1.2646 -1.3153 0.887
H -0.8021 11.2951 2.1045 0.416
C -10.3876 0.5903 -2.3195 -0.397
C 1.6481 8.7668 6.7004 -0.392
C -5.2236 -5.2390 -0.6194 -0.314
O -3.2127 1.1606 1.2642 -0.511
C -0.4615 0.3711 -2.1973 0.306
H -0.1180 -9.0717 -2.6578 0.467
C 5.9982 1.6656 -2.3714 -0.848
C -0.4644 -10.0020 -2.2255 -0.366
O 2.7868 -6.7693 2.8863 -0.540
H 7.9906 0.8602 -2.0233 0.299
O 3.3537 1.3417 -3.4634 -0.632
H -1.8352 -9.1408 -0.8643 0.653
H -1.3104 -0.8650 0.9964 0.255
C -2.9587 -6.0740 -1.0491 0.010
C 2.9633 1.8670 -2.4445 0.316
H -1.5822 -13.5041 -0.7940 0.410
C -1.2330 -12.5757 -1.2280 -0.379
O 1.1037 4.6826 -0.1815 -0.601
C 5.2073 2.6642 -1.5638 0.575
H -2.2539 8.3730 6.2487 0.454
O -2.4362 9.3044 2.3760 -0.593
O 1.6705 9.5610 4.4844 -0.513
C -8.9721 -0.7980 -0.7354 -0.356
H -4.6919 -7.2859 -0.4774 0.460
O -1.1938 -0.6623 -2.6688 -0.713
C 1.6706 3.7264 -0.6686 0.216
C 3.1584 3.6555 -0.7441 0.055
C 4.5828 -5.2532 2.9922 -0.359
H 0.1455 -13.4276 -2.5939 0.406
C 5.4990 -4.5543 2.3282 -0.329
H 0.8764 -2.2487 -1.6679 0.280
O 2.3082 8.8185 0.0771 -0.569
C 0.1452 -11.2432 -2.7615 0.331
H -6.2670 -5.3536 -0.3547 0.438
O 6.4295 -3.9840 0.2408 -0.621
```

Values from the calculation:
Frontier orbital gap: 7.72 eV
DFT total energy: -3727.647172 Eh

Entry from OMol25: an isolated molecule of C22H30N4O (ωB97M-V with the def2-TZVPD basis set).

Structure (XYZ):
```
57
Properties=species:S:1:pos:R:3:mulliken_charge:R:1
N 1.9074 -1.7356 1.3960 0.001
C -4.2146 1.6490 -1.3104 -1.501
C 4.5757 -1.7661 -1.1764 0.841
C -5.2653 1.3891 0.7868 -1.325
N -0.3726 -1.7514 1.6707 -0.227
C 3.3409 -1.9527 -0.5752 -0.305
H -7.1277 0.1340 -0.6309 0.315
N -2.9087 0.8313 0.5679 0.228
N -5.4746 1.3801 -0.6468 0.107
H -3.2761 -0.3086 -1.1922 0.250
H 2.1028 2.8133 1.6707 0.361
C 0.1217 0.4387 -0.6042 0.342
C -4.1374 0.4528 1.2410 -0.435
H 3.4819 2.5168 -1.6286 0.354
H -0.1544 -1.3044 2.5506 0.258
H -4.9999 2.4124 1.0681 0.353
C 3.1417 -1.6044 0.7561 0.346
H 2.5185 -2.3619 -1.1369 0.569
C 5.6246 -1.2365 -0.4326 -0.622
H -6.3518 0.3400 -2.2055 0.317
C -1.7184 0.2367 1.1531 -0.685
H 1.9000 -1.3804 2.3420 0.228
H -2.4535 -1.7614 1.6695 0.320
H 3.8463 2.9791 0.0410 0.383
C 1.3659 0.8957 -0.9943 -1.217
H -0.1022 2.0135 2.3629 0.372
H -6.1981 1.1184 1.2859 0.464
H -5.6268 -0.7379 -0.9982 0.310
C -6.1669 0.2083 -1.1398 -0.885
C 3.4812 2.1764 -0.5949 -1.312
C 1.5515 2.1470 1.0221 -1.144
H -0.3966 -0.2536 -1.2484 0.403
H -3.9977 0.5560 2.3199 0.468
C 2.1086 1.7437 -0.1826 1.093
C 5.4343 -0.8976 0.8946 -0.774
H -1.7719 0.5072 2.2195 0.678
H -3.9369 2.6791 -1.0679 0.384
C -1.6314 -1.3174 1.1015 -1.175
H -2.1527 1.0672 -1.3519 0.335
O 0.5256 -2.4589 -0.2872 -0.621
C 0.6848 -2.0011 0.8221 0.473
H 5.4565 -2.9916 -2.6871 0.363
C -3.0681 0.7267 -0.8698 0.125
C 4.7836 -2.1375 -2.6135 -1.726
H 3.8407 -2.4005 -3.0849 0.343
H 4.1697 1.3342 -0.5197 0.129
H -4.4234 -0.5924 1.0298 0.308
H 5.2350 -1.3115 -3.1612 0.364
H -1.6616 -1.6882 0.0768 0.479
H -4.3577 1.5705 -2.3899 0.462
H 6.5897 -1.0899 -0.8955 0.423
H 4.0521 -0.7977 2.5252 0.351
C 4.2001 -1.0747 1.4904 -0.693
H 6.2505 -0.4854 1.4699 0.365
C 0.3045 1.6923 1.4133 -0.621
H 1.7790 0.5684 -1.9368 0.335
C -0.4281 0.8216 0.6161 0.667
```

Values from the calculation:
Frontier orbital gap: 8.56 eV
DFT total energy: -1150.611110 Eh
Relative energy (zero: lowest compared OMol25 entry of this formula, charge and spin): 128.2 kJ/mol

Entry from OMol25: an isolated molecule of C5H7NO at a distorted geometry (ωB97M-V with the def2-TZVPD basis set).

Structure (XYZ):
```
14
Properties=species:S:1:pos:R:3:mulliken_charge:R:1
C -1.9830 -0.1331 -0.4093 -1.314
H -2.6377 0.3221 0.3617 0.368
H -0.8193 1.0901 1.6247 0.293
H 3.8071 -0.6051 0.1654 0.248
C 1.8499 -0.2809 0.1145 0.440
O 1.6093 0.8712 0.7981 -0.548
C 0.5651 -0.8268 -0.3937 -0.453
H -0.6694 2.0224 0.0946 0.285
H 0.6015 -1.7638 -0.9356 0.406
C -0.4998 -0.0730 -0.1204 0.669
H -2.2207 0.3880 -1.3448 0.283
H -2.2252 -1.1838 -0.4374 0.369
C -0.2873 1.1279 0.6492 -0.400
N 2.9096 -0.9551 -0.1670 -0.645
```

Values from the calculation:
Frontier orbital gap: 9.40 eV
DFT total energy: -324.614550 Eh
Relative energy (zero: lowest compared OMol25 entry of this formula, charge and spin): 288.6 kJ/mol

Entry from OMol25: a structure of composition C3H5O4Rb at a distorted geometry (ωB97M-V with the def2-TZVPD basis set).

Structure (XYZ):
```
13
Properties=species:S:1:pos:R:3:mulliken_charge:R:1
C 3.2361 -0.0839 0.7909 0.787
H -2.9601 -0.8432 -0.6558 0.202
C -0.0880 0.6270 0.0824 -0.286
O 3.6721 0.4335 1.7527 -0.383
H -0.6287 1.2193 0.8501 0.183
H 0.2958 1.3290 -0.6870 0.203
O 3.3658 -0.9535 -0.0244 -0.476
O 0.8309 -0.1480 0.7024 -0.776
O -1.0176 -0.2382 -0.6020 -0.236
C -2.3823 0.0664 -0.4560 -0.711
H -2.6253 0.4076 0.5632 0.305
H -2.6592 0.8469 -1.1833 0.251
Rb 0.9604 -2.6630 -1.1331 0.937
```

Values from the calculation:
Frontier orbital gap: 6.36 eV
DFT total energy: -442.328361 Eh
Relative energy (zero: lowest compared OMol25 entry of this formula, charge and spin): 147.4 kJ/mol